[1]
{
  "formula": "C4H6F2",
  "method": "ωB97M-V/def2-TZVPD",
  "symbols": ["C", "C", "C", "C", "F", "F", "H", "H", "H", "H", "H", "H"],
  "coordinates": [[-0.611, 1.295, -0.010], [0.163, 0.002, -0.006], [-0.619, -1.287, -0.006], [1.488, -0.005, 0.002], [2.249, -1.086, -0.009], [2.251, 1.085, -0.005], [-1.279, 1.356, -0.889], [0.057, 2.162, 0.010], [-1.238, 1.343, 0.906], [-1.223, -1.367, 0.891], [-1.259, -1.328, -0.888], [0.022, -2.169, 0.003]],
  "nbo_charge": [-0.63, -0.17, -0.63, 0.73, -0.31, -0.32, 0.22, 0.23, 0.21, 0.21, 0.22, 0.23],
  "de_lowest_kj_mol": 2.0,
  "homo_energy_ev": -9.17,
  "e_lumo_ev": 0.995,
  "spin_multiplicity": 1,
  "smiles": "CC(C)=C(F)F",
  "gap_ev": 10.161
}



[2]
{
  "formula": "C4H6F2IN",
  "method": "ωB97M-V/def2-TZVPD",
  "symbols": ["C", "C", "C", "C", "N", "F", "F", "I", "H", "H", "H", "H", "H", "H"],
  "coordinates": [[1.601, 0.143, 0.302], [3.094, 0.065, 0.347], [-0.199, -1.249, -0.540], [-2.642, 0.946, 0.077], [0.759, -0.715, 0.035], [-2.769, 1.758, 1.136], [-2.992, 1.664, -1.005], [-4.002, -0.769, 0.075], [-1.518, 0.846, -0.119], [3.414, 0.593, 1.272], [3.323, -0.901, 0.464], [3.336, 0.566, -0.573], [-0.451, -1.249, -1.647], [-0.953, -1.697, 0.176]],
  "nbo_charge": [0.19, -0.68, -0.28, 0.44, -0.32, -0.33, -0.35, 0.06, 0.19, 0.24, 0.21, 0.25, 0.21, 0.19],
  "de_lowest_kj_mol": 234.8,
  "homo_energy_ev": -7.82,
  "e_lumo_ev": 0.032,
  "spin_multiplicity": 1,
  "gap_ev": 7.847
}



[3]
{
  "formula": "C4H6F2N5S",
  "method": "ωB97M-V/def2-TZVPD",
  "symbols": ["C", "C", "C", "C", "N", "N", "N", "N", "N", "F", "F", "S", "H", "H", "H", "H", "H", "H"],
  "coordinates": [[0.575, 1.064, -1.417], [-0.035, -1.936, 0.415], [-0.675, 2.574, 0.774], [-0.266, -2.279, 1.856], [-1.986, 0.696, 1.284], [-1.398, 1.651, 1.152], [-0.053, -0.741, 0.066], [0.321, -0.186, -1.103], [1.325, 1.196, -2.525], [-0.580, -1.234, 2.584], [0.810, -2.985, 2.294], [0.138, 2.582, -0.778], [0.091, -2.682, -0.334], [-0.809, 3.426, 1.433], [-1.270, -2.869, 1.896], [0.478, -0.858, -1.793], [1.845, 0.435, -2.883], [1.491, 2.145, -2.922]],
  "nbo_charge": [0.32, 0.07, -0.44, 0.54, 0.09, 0.05, -0.24, -0.37, -0.74, -0.30, -0.31, 0.47, 0.18, 0.29, 0.15, 0.38, 0.43, 0.44],
  "charge": 1,
  "de_lowest_kj_mol": 12.2,
  "homo_energy_ev": -12.38,
  "e_lumo_ev": -4.318,
  "spin_multiplicity": 1,
  "gap_ev": 8.065
}



[4]
{
  "formula": "C4H6F2O",
  "method": "ωB97M-V/def2-TZVPD",
  "symbols": ["C", "C", "C", "C", "O", "F", "F", "H", "H", "H", "H", "H", "H"],
  "coordinates": [[1.016, -0.034, -0.290], [1.527, 1.236, 0.286], [-1.306, -1.368, -0.253], [-0.959, 0.068, 0.005], [1.420, -1.008, -0.825], [-1.083, 0.665, 1.237], [-1.411, 0.960, -0.903], [2.645, 1.367, 0.367], [1.125, 1.188, 1.219], [1.043, 2.109, -0.196], [-0.694, -1.744, -1.012], [-0.944, -1.773, 0.743], [-2.381, -1.666, -0.379]],
  "nbo_charge": [0.59, -0.75, -0.70, 0.62, -0.52, -0.36, -0.35, 0.23, 0.25, 0.26, 0.25, 0.23, 0.23],
  "de_lowest_kj_mol": 157.8,
  "homo_energy_ev": -8.79,
  "e_lumo_ev": 0.862,
  "spin_multiplicity": 1,
  "gap_ev": 9.654
}



Maximum force (computed, hartree/bohr): 0.0158; 0.0919; 0.1124; 0.0884